[1]
This record from the Open Molecules 2025 dataset describes 2 unconnected molecules or ions with the total composition C5H12NO. The level of theory is ωB97M-V with the def2-TZVPD basis set.

Computed properties:
- total energy (eV) = -8893.7943
- energy above the lowest of the compared OMol25 structures with the same formula, charge and spin (kJ/mol) = 373.16
- <S²> = 0.7548
- Kohn-Sham gap (spin up / spin down) (eV) = 8.02 / 5.81
- LUMO level (spin up / spin down) (eV) = -11.51 / -13.69

Structure (ORCA input):
```
! RIJCOSX wB97M-V def2-TZVPD def2/J DEFGRID3
* xyz 2 2
C 2.040 -1.724 -0.591
C 1.142 -0.912 -1.426
C 0.595 0.129 -0.521
C 1.415 1.128 -0.086
C -1.668 -0.465 -0.036
N -0.485 -0.052 0.346
H 3.089 -1.602 -0.715
H 1.922 -2.839 -0.891
H 1.803 -1.749 0.449
H 0.276 -1.574 -1.679
H 1.397 -0.313 -2.257
H 2.459 1.095 -0.271
H 1.194 1.572 0.908
H -2.306 -0.968 0.714
H -1.984 -0.454 -1.043
H -0.534 0.351 1.265
H -2.562 1.982 0.831
H -3.051 2.186 2.325
O -2.432 1.717 1.737
*
```


[2]
This record from the Open Molecules 2025 dataset describes 21 unconnected molecules or ions with the total composition C14H68BF4N28O20. The level of theory is ωB97M-V with the def2-TZVPD basis set.

Computed properties:
- total energy (eV) = -109860.6803
- Kohn-Sham gap (eV) = 8.32
- LUMO level (eV) = 1.32

Structure (ORCA input):
```
! RIJCOSX wB97M-V def2-TZVPD def2/J DEFGRID3
* xyz -1 1
B 0.223 -0.948 -0.240
F 0.193 -0.826 1.112
F 1.499 -0.985 -0.659
F -0.419 -2.090 -0.692
F -0.411 0.101 -0.879
O 4.582 1.274 -2.028
H 5.046 2.002 -2.441
H 4.632 0.563 -2.668
O 4.627 -1.215 -3.070
H 4.046 -1.958 -2.908
H 5.507 -1.591 -3.053
O -2.293 2.021 -0.393
H -1.359 1.824 -0.460
H -2.727 1.178 -0.522
O 3.335 -3.700 -2.422
H 3.844 -4.425 -2.059
H 2.847 -4.089 -3.148
O 1.230 -4.009 -0.493
H 0.550 -3.390 -0.759
H 1.956 -3.841 -1.094
O -0.921 2.996 -5.179
H -0.525 2.537 -4.438
H -1.081 3.882 -4.856
C -1.519 6.091 2.098
O -2.655 5.958 1.749
N -0.949 7.241 2.213
N -0.766 5.076 2.047
H -1.516 8.037 1.959
H -0.039 7.418 2.613
H 0.225 5.245 2.137
H -1.002 4.143 1.742
C -1.244 4.212 5.145
O -0.550 5.203 5.115
N -0.870 3.015 4.598
N -2.452 4.169 5.592
H 0.020 3.229 4.170
H -1.486 2.232 4.431
H -2.641 3.180 5.668
H -3.085 4.922 5.823
C -3.676 -1.219 -0.681
O -4.949 -1.289 -0.697
N -2.821 -1.337 -1.692
N -3.005 -1.011 0.395
H -1.839 -1.567 -1.636
H -3.294 -1.513 -2.566
H -3.518 -1.001 1.265
H -2.001 -0.906 0.356
C 6.467 -1.196 0.585
O 6.462 -1.404 1.807
N 6.203 -0.010 0.145
N 6.978 -1.998 -0.272
H 5.838 0.722 0.738
H 6.102 0.104 -0.853
H 7.365 -2.804 0.197
H 7.184 -1.791 -1.239
C 3.018 -2.248 3.055
O 3.660 -2.684 4.004
N 1.673 -2.174 3.162
N 3.408 -1.811 1.926
H 1.190 -1.753 2.381
H 1.190 -2.367 4.027
H 4.399 -1.853 1.735
H 2.839 -1.316 1.254
C -3.264 4.724 -2.259
O -3.615 5.789 -2.683
N -3.491 4.432 -1.021
N -2.721 3.796 -2.981
H -3.927 5.147 -0.457
H -3.098 3.685 -0.465
H -2.632 2.844 -2.655
H -3.122 3.786 -3.908
C 0.916 3.606 -2.007
O 0.081 2.729 -2.228
N 0.773 4.658 -1.299
N 2.173 3.477 -2.239
H -0.122 4.982 -0.960
H 1.415 5.422 -1.457
H 2.744 4.192 -1.811
H 2.499 2.614 -2.649
C 0.517 -4.446 -4.140
O 1.708 -4.233 -4.316
N -0.316 -3.458 -4.002
N 0.029 -5.656 -4.251
H -1.244 -3.580 -3.623
H 0.134 -2.557 -3.922
H -0.966 -5.649 -4.080
H 0.528 -6.530 -4.163
C 1.552 2.418 2.339
O 1.512 3.509 2.907
N 1.473 2.292 1.073
N 1.775 1.259 2.912
H 1.345 1.419 0.582
H 1.534 3.166 0.570
H 1.921 1.195 3.909
H 1.980 0.443 2.352
C 0.715 -7.390 0.396
O 0.794 -8.484 0.889
N 0.946 -7.053 -0.849
N 0.480 -6.284 1.045
H 0.770 -6.177 -1.321
H 1.143 -7.820 -1.476
H 0.423 -5.373 0.613
H 0.103 -6.429 1.971
C -2.262 -0.370 4.221
O -2.562 0.803 4.307
N -3.158 -1.263 4.029
N -1.083 -0.918 4.276
H -4.062 -0.937 3.718
H -2.907 -2.240 3.975
H -0.807 -1.719 3.725
H -0.303 -0.331 4.536
C -2.428 -5.035 -1.563
O -2.360 -4.572 -2.690
N -2.686 -6.269 -1.341
N -2.281 -4.456 -0.457
H -2.659 -6.841 -2.173
H -2.867 -6.541 -0.386
H -2.297 -5.123 0.301
H -2.150 -3.457 -0.387
C -4.557 3.118 2.709
O -5.284 2.182 2.631
N -3.491 3.393 2.051
N -4.834 4.156 3.504
H -3.306 4.382 1.965
H -3.113 2.812 1.315
H -5.646 4.146 4.105
H -4.203 4.939 3.600
C 0.832 -0.039 -4.408
O 1.160 0.002 -5.558
N -0.454 -0.249 -4.084
N 1.589 -0.056 -3.380
H -0.625 0.016 -3.125
H -1.019 0.135 -4.828
H 1.050 -0.246 -2.547
H 2.584 -0.141 -3.525
*
```


[3]
This record from the Open Molecules 2025 dataset describes a molecular structure, CN4O4P. The level of theory is ωB97M-V with the def2-TZVPD basis set.

Computed properties:
- total energy (eV) = -24478.0040
- energy above the lowest of the compared OMol25 structures with the same formula, charge and spin (kJ/mol) = 0.00
- Kohn-Sham gap (eV) = 10.18
- LUMO level (eV) = 3.99

Structure (ORCA input):
```
! RIJCOSX wB97M-V def2-TZVPD def2/J DEFGRID3
* xyz -1 1
C 0.704 0.438 -0.388
N 1.206 1.640 -0.246
N 0.343 0.015 0.837
N 1.113 1.908 1.059
N 0.584 0.946 1.719
O -1.277 -2.395 -1.247
O 0.460 -0.409 -1.354
O -0.246 -1.181 0.888
O -1.876 0.110 -0.564
P -1.012 -1.071 -0.703
*
```